Version one
ORCA calculation (the ωB97M-V functional and the def2-TZVPD basis) on 2 unconnected molecules or ions with the total composition C2H3N3S2.

Geometry as ORCA input:
```
! RIJCOSX wB97M-V def2-TZVPD def2/J DEFGRID3
* xyz 0 1
C -2.1910 -0.2462 0.2123
H -1.8207 -0.4525 -2.0166
H 0.0240 -1.7852 -0.0946
N 1.5797 1.8660 0.7001
C -1.9367 -0.2771 -0.9405
S 2.1853 -0.3129 -0.5246
H -2.3896 -0.2517 1.2226
S 1.3329 -2.1931 -0.1350
N 1.5537 0.6698 0.6272
N 1.6624 2.9829 0.9491
*
```

Gap between HOMO and LUMO   0.3138 Ha

Atom-resolved charges from Mulliken, all expressed in e: atom 1 (C): -0.2226, atom 2 (H): 0.3230, atom 3 (H): 0.1389, atom 4 (N): 0.6303, atom 5 (C): -0.4547, atom 6 (S): 0.0683, atom 7 (H): 0.3964, atom 8 (S): -0.1557, atom 9 (N): -0.2606, atom 10 (N): -0.4634

=====

Version two
ORCA calculation (the ωB97M-V functional and the def2-TZVPD basis) on C2H3N3S2 in the gas phase.

Geometry as ORCA input:
```
! RIJCOSX wB97M-V def2-TZVPD def2/J DEFGRID3
* xyz 0 1
N 0.2069 -1.3460 -0.8164
H 1.9291 -2.8410 1.1151
S 1.8401 -1.4049 1.4878
C -0.6658 0.6803 -0.5361
S -1.7255 2.0473 -0.5993
H -1.1191 2.7365 0.3824
N 0.1352 0.4427 0.5373
H -1.0980 -0.6559 -2.2726
N -0.5515 -0.3783 -1.4068
C 0.6527 -0.7716 0.2630
*
```

SMILES string   Sc1n[nH]c(S)n1
Gap between HOMO and LUMO   0.3465 Ha

Atom-resolved charges from Mulliken, all expressed in e: atom 1 (N): -0.6686, atom 2 (H): 0.1687, atom 3 (S): -0.2774, atom 4 (C): 0.4380, atom 5 (S): -0.2747, atom 6 (H): 0.1792, atom 7 (N): -0.5189, atom 8 (H): 0.2709, atom 9 (N): 0.1471, atom 10 (C): 0.5358

=====

Here are the energies relative to the best structure, in hartree: version one 0.1536; version two 0.0000.

=====

Version one
ORCA calculation (the ωB97M-V functional and the def2-TZVPD basis) on 2 unconnected molecules or ions with the total composition H2N5O2.

Geometry as ORCA input:
```
! RIJCOSX wB97M-V def2-TZVPD def2/J DEFGRID3
* xyz -1 1
N 0.3954 -0.1256 -1.9784
O 0.1193 0.7323 -2.9545
H 0.1779 -1.3554 -0.1566
N 2.5608 -0.1603 2.6933
H -0.9109 1.1494 -0.9087
N 2.0564 0.7899 3.0290
O 1.4607 1.7216 3.5459
N -0.2401 0.2652 -0.8971
N -0.2195 -0.5262 0.2089
*
```

Gap between HOMO and LUMO (spin up / spin down)   0.1982 / 0.2020 Ha

Atom-resolved charges from Mulliken, all expressed in e: atom 1 (N): -0.3352, atom 2 (O): -0.6718, atom 3 (H): 0.1865, atom 4 (N): -0.1949, atom 5 (H): 0.2478, atom 6 (N): 0.6591, atom 7 (O): -0.4970, atom 8 (N): 0.3847, atom 9 (N): -0.7792

=====

Version two
ORCA calculation (the ωB97M-V functional and the def2-TZVPD basis) on 2 unconnected molecules or ions with the total composition H2N5O2.

Geometry as ORCA input:
```
! RIJCOSX wB97M-V def2-TZVPD def2/J DEFGRID3
* xyz -1 1
O 1.3540 1.5239 0.6706
N -1.1482 -0.7660 0.1453
N 0.5516 0.6453 0.1669
N 0.6425 -0.1444 -0.8980
N -0.3797 -1.0261 -0.8899
H 0.0620 -0.4718 1.8868
O 1.5173 -0.0400 -1.7514
H -2.2061 0.1900 -0.3543
N -0.3933 0.0892 1.0240
*
```

Gap between HOMO and LUMO (spin up / spin down)   0.2725 / 0.2724 Ha

Atom-resolved charges from Mulliken, all expressed in e: atom 1 (O): -0.7807, atom 2 (N): -0.3449, atom 3 (N): 0.3625, atom 4 (N): 1.0493, atom 5 (N): -0.5536, atom 6 (H): 0.2805, atom 7 (O): -0.7847, atom 8 (H): 0.1133, atom 9 (N): -0.3416

=====

Here are the energies relative to the best structure, in hartree: version one 0.0000; version two 0.1070.

=====

Version one
ORCA calculation (the ωB97M-V functional and the def2-TZVPD basis) on C4H3NO3 in the gas phase.

Geometry as ORCA input:
```
! RIJCOSX wB97M-V def2-TZVPD def2/J DEFGRID3
* xyz 0 1
H -0.3453 -0.2004 -3.0782
C 0.0051 -0.3418 -2.0046
O -1.3580 1.6709 1.0596
O 0.3317 0.6855 2.1502
H 0.0952 1.3944 2.9033
C -0.4215 0.9539 1.1527
C -0.1141 -0.1470 0.1292
C 0.5489 -1.3336 -0.1865
O -0.6612 0.3854 -1.0718
N 0.5429 -1.4394 -1.5612
H 1.3761 -1.6279 0.5072
*
```

SMILES string   O=C(O)c1cnco1
Gap between HOMO and LUMO   0.3680 Ha

Atom-resolved charges from Mulliken, all expressed in e: atom 1 (H): 0.3113, atom 2 (C): 0.0042, atom 3 (O): -0.4879, atom 4 (O): -0.4120, atom 5 (H): 0.3833, atom 6 (C): 0.3674, atom 7 (C): 0.4098, atom 8 (C): -0.2142, atom 9 (O): -0.2405, atom 10 (N): -0.4131, atom 11 (H): 0.2916

=====

Version two
ORCA calculation (the ωB97M-V functional and the def2-TZVPD basis) on a molecular structure, C4H3NO3.

Geometry as ORCA input:
```
! RIJCOSX wB97M-V def2-TZVPD def2/J DEFGRID3
* xyz 0 1
O 0.1810 -0.1501 1.9760
C -0.1495 -0.4059 -1.7016
H -0.1741 2.2677 2.1034
O -0.2975 2.0471 1.0930
H -1.0687 -0.0122 -2.1070
O -0.1607 -1.7219 -1.0161
C 0.2096 0.2175 -0.3681
N 0.2167 -1.5874 1.2570
C 0.3535 -1.1616 0.1035
H 0.8513 -0.2696 -2.1664
C 0.0385 0.7764 0.8264
*
```

Gap between HOMO and LUMO   0.3608 Ha

Atom-resolved charges from Mulliken, all expressed in e: atom 1 (O): -0.3029, atom 2 (C): -0.2696, atom 3 (H): 0.3815, atom 4 (O): -0.5012, atom 5 (H): 0.3097, atom 6 (O): -0.3559, atom 7 (C): 0.1350, atom 8 (N): -0.4086, atom 9 (C): 0.5659, atom 10 (H): 0.2765, atom 11 (C): 0.1695

=====

Version three
ORCA calculation (the ωB97M-V functional and the def2-TZVPD basis) on a molecular structure, C4H3NO3.

Geometry as ORCA input:
```
! RIJCOSX wB97M-V def2-TZVPD def2/J DEFGRID3
* xyz 0 1
C -1.8401 -0.1363 0.0519
H -2.5304 -0.2381 -0.9591
N -0.0221 1.8403 0.0953
H -2.5082 0.1486 0.9088
H 3.4464 -0.5050 0.4290
O -0.9864 -1.3897 0.0751
O 1.3062 1.3007 -0.0880
O 2.4986 -0.9652 -0.0883
C -0.7026 0.6902 -0.2706
C 1.2925 -0.1637 0.0900
C 0.0461 -0.5818 -0.2440
*
```

Gap between HOMO and LUMO   0.3391 Ha

Atom-resolved charges from Mulliken, all expressed in e: atom 1 (C): -0.2615, atom 2 (H): 0.1978, atom 3 (N): -0.3848, atom 4 (H): 0.3036, atom 5 (H): 0.3886, atom 6 (O): -0.3850, atom 7 (O): -0.1450, atom 8 (O): -0.5178, atom 9 (C): 0.2557, atom 10 (C): 0.0528, atom 11 (C): 0.4955

=====

Here are the energies relative to the best structure, in hartree: version one 0.0000; version two 0.1473; version three 0.2035.

=====

Version one
ORCA calculation (the ωB97M-V functional and the def2-TZVPD basis) on 3 unconnected molecules or ions with the total composition CH3O3.

Geometry as ORCA input:
```
! RIJCOSX wB97M-V def2-TZVPD def2/J DEFGRID3
* xyz 1 1
O 1.7027 1.3862 1.8467
O 2.7891 -0.4182 0.1377
C 2.0919 0.5911 -0.0627
O 1.0202 1.2316 0.6359
H 3.4048 0.0105 1.9368
H 2.0355 0.0319 2.3347
H 1.6591 0.3964 -1.0826
*
```

Gap between HOMO and LUMO (spin up / spin down)   0.2911 / 0.2899 Ha

Atom-resolved charges from Mulliken, all expressed in e: atom 1 (O): -0.3096, atom 2 (O): -0.3418, atom 3 (C): 0.4131, atom 4 (O): 0.0841, atom 5 (H): 0.4458, atom 6 (H): 0.3174, atom 7 (H): 0.3911

=====

Version two
ORCA calculation (the ωB97M-V functional and the def2-TZVPD basis) on 2 unconnected molecules or ions with the total composition CH3O3.

Geometry as ORCA input:
```
! RIJCOSX wB97M-V def2-TZVPD def2/J DEFGRID3
* xyz 1 1
O -0.5643 2.0423 1.2135
O 0.8742 -0.8983 -0.8603
H 0.6357 -1.6966 -1.3445
C -0.7359 1.2630 0.4038
H 0.7726 -0.7455 0.9569
H -1.0765 1.0126 -0.6473
O 0.0942 -0.9775 0.2779
*
```

Gap between HOMO and LUMO (spin up / spin down)   0.3292 / 0.3292 Ha

Atom-resolved charges from Mulliken, all expressed in e: atom 1 (O): -0.0104, atom 2 (O): -0.2804, atom 3 (H): 0.3741, atom 4 (C): 0.4756, atom 5 (H): 0.4110, atom 6 (H): 0.4087, atom 7 (O): -0.3786

=====

Here are the energies relative to the best structure, in hartree: version one 0.2454; version two 0.0000.